Computed, not measured: a cluster of 2 separate species, H3N3O in total, with wB97M-V/def2-TZVPD.

Geometry as XYZ:
```
7
Properties=species:S:1:pos:R:3:forces:R:3
N -1.135 -2.279 -0.576 -0.176 0.111 1.086
N -0.925 -1.594 -1.424 -0.060 -1.323 -0.309
O -0.702 -1.054 -2.439 0.253 1.244 -0.728
N 0.525 1.004 0.984 -0.793 0.742 0.610
H -0.002 1.701 1.542 0.254 -0.615 -0.499
H 1.010 1.552 0.293 0.201 0.114 -0.324
H 1.229 0.670 1.620 0.320 -0.274 0.165
```
Positions in Å, forces in eV/Å.

**Lowest unoccupied orbital energy**: 1.1 eV
**HOMO-LUMO gap**: 0.427 hartree
**SMILES**: N#[N+][O-].N
**Energy relative to the best compared isomer or geometry (same formula, charge and spin)**: 17.7 kcal per mole
**Spin multiplicity**: 1

Formally, the Löwdin partial charges of the atoms, in units of the elementary charge, are as follows: N 0.23; N -0.32; O 0.08; N 0.00; H 0.02; H 0.00; H 0.00